(1)
A 3-piece molecular cluster, C5H13NO overall at a distorted geometry, computed with ωB97M-V/def2-TZVPD.

Computed properties:
- Electronic energy: -328.0103 a.u.
- Lowest unoccupied orbital energy: -3.436 eV
- 2S+1: 1
- Orbital gap: 3.24 eV
- F_max: 2.4 eV/Å

The geometry in XYZ format:
```
20
Properties=species:S:1:pos:R:3:forces:R:3
C -2.953 0.871 -0.761 1.079 -1.292 0.517
C -2.210 0.176 0.143 -1.321 0.855 1.824
C -1.195 -0.760 0.070 1.778 -0.920 -0.991
N -0.265 -0.950 1.078 -1.278 0.348 0.238
C 1.046 -0.571 0.533 1.083 0.217 -0.423
C 1.274 0.940 0.597 -0.514 -0.248 -0.663
H -3.629 1.564 -0.286 -0.248 0.275 -0.707
H -0.007 0.934 -2.010 0.494 -0.727 0.281
H -2.803 0.723 -1.820 -0.324 0.315 -0.129
H -2.377 0.480 1.181 0.095 -0.019 -0.134
H -0.328 1.511 -2.293 -0.427 0.726 -0.421
H -0.310 -1.853 1.531 0.005 0.076 0.342
H 1.221 -0.940 -0.490 -0.104 0.180 -0.165
H 1.862 -1.040 1.088 -0.263 -0.302 0.082
H 1.351 1.236 1.642 0.190 0.283 -0.100
H 0.456 1.482 0.112 -0.181 0.020 0.295
H 2.157 1.107 -0.059 -0.081 -0.099 0.782
H -0.934 -1.303 -0.845 -0.165 0.585 -0.408
H 3.982 -0.061 -1.428 1.183 0.108 -0.844
O 3.201 -0.161 -0.920 -1.001 -0.380 0.623
```
Positions in Å, forces in eV/Å.


(2)
A 2-piece molecular cluster, C3H6FNO overall at a distorted geometry, computed with ωB97M-V/def2-TZVPD.

Computed properties:
- Electronic energy: -347.6765 a.u.
- Lowest unoccupied orbital energy: 0.700 eV
- 2S+1: 1
- Orbital gap: 8.47 eV
- F_max: 5.4 eV/Å

The geometry in XYZ format:
```
12
Properties=species:S:1:pos:R:3:forces:R:3
C -0.536 1.371 -0.982 2.453 -2.527 2.980
C 1.124 -0.971 0.105 -2.141 0.373 1.687
C 0.146 0.027 0.764 -2.107 -0.833 -4.860
N -1.869 1.124 -1.038 0.853 1.495 -0.792
O 0.349 2.045 -1.457 -2.673 -0.503 0.286
F -1.032 -0.617 1.173 0.684 0.536 0.018
H 1.973 -0.352 -0.045 1.215 -0.015 -0.355
H 0.656 -1.237 -0.872 0.703 -0.418 0.909
H 1.289 -1.821 0.856 0.048 0.948 -1.455
H 0.399 0.829 1.370 0.681 0.951 1.542
H -2.224 0.235 -0.657 0.278 1.226 -0.019
H -2.446 1.921 -1.357 0.007 -1.232 0.060
```
Positions in Å, forces in eV/Å.


(3)
C36H28N2O4PPtS2 as an isolated structure, computed with ωB97M-V/def2-TZVPD.

Computed properties:
- Electronic energy: -3055.9205 a.u.
- Lowest unoccupied orbital energy (spin up / spin down): -3.357 / -3.987 eV
- 2S+1: 3
- Net charge: +1
- Orbital gap (spin up / spin down): 7.19 / 7.99 eV
- F_max: 0.4 eV/Å

The geometry in XYZ format:
```
74
Properties=species:S:1:pos:R:3:forces:R:3
Pt -0.227 0.329 0.610 0.385 -0.190 -0.079
O 0.614 -1.324 1.969 -0.116 0.047 0.117
S 0.973 -0.369 3.061 -0.250 -0.051 -0.037
O 0.800 -0.860 4.386 0.058 0.030 0.035
O 0.258 0.911 2.752 -0.062 -0.023 0.013
C 2.666 0.051 2.799 0.103 0.097 -0.092
C 3.496 0.096 3.905 -0.015 -0.021 -0.078
C 4.792 0.574 3.762 0.082 0.033 -0.023
C 5.229 1.031 2.530 0.038 0.010 0.044
C 4.390 0.984 1.424 0.032 0.005 0.003
C 3.104 0.469 1.533 -0.109 -0.039 0.081
P 2.068 0.321 0.034 -0.167 0.189 0.040
C 2.646 -1.143 -0.843 -0.004 -0.043 -0.034
C 4.008 -1.407 -0.989 0.019 -0.052 0.041
C 4.422 -2.523 -1.698 -0.004 -0.023 -0.013
C 3.482 -3.380 -2.259 -0.002 0.002 0.002
C 2.127 -3.122 -2.112 0.025 0.023 0.006
C 1.707 -2.004 -1.404 0.019 0.040 -0.055
C 2.493 1.772 -0.956 -0.002 0.058 0.086
C 3.084 1.698 -2.212 -0.042 -0.024 -0.061
C 3.341 2.865 -2.924 -0.013 -0.008 0.005
C 3.011 4.098 -2.385 -0.006 -0.001 0.002
C 2.416 4.176 -1.128 -0.002 -0.021 -0.004
C 2.154 3.018 -0.418 0.034 0.008 -0.025
H 3.116 -0.231 4.864 0.010 0.014 -0.030
H 5.451 0.609 4.619 -0.014 0.001 -0.016
H 6.230 1.432 2.425 -0.027 -0.015 -0.009
H 4.740 1.364 0.471 0.002 -0.005 0.008
H 4.748 -0.755 -0.542 -0.010 -0.012 -0.018
H 5.479 -2.728 -1.809 -0.019 0.007 0.004
H 3.809 -4.252 -2.810 -0.001 0.015 0.018
H 1.396 -3.792 -2.547 0.005 0.019 0.009
H 0.652 -1.790 -1.298 -0.012 -0.019 -0.008
H 3.337 0.735 -2.639 0.014 0.024 0.015
H 3.805 2.807 -3.901 -0.011 -0.008 0.025
H 3.218 5.004 -2.941 -0.006 -0.023 0.015
H 2.165 5.141 -0.706 0.005 -0.023 0.000
H 1.698 3.073 0.566 0.014 0.015 -0.008
O -1.453 -1.072 -0.798 -0.020 -0.049 0.277
S -1.846 -2.190 0.185 -0.146 -0.175 -0.152
C -2.949 -3.246 -0.729 0.069 0.140 -0.179
C -3.148 -4.537 -0.264 0.034 -0.012 0.041
C -4.023 -5.364 -0.952 -0.042 -0.017 -0.042
C -4.662 -4.900 -2.095 0.022 0.017 0.024
C -4.432 -3.609 -2.557 -0.001 -0.006 -0.003
C -3.568 -2.767 -1.872 -0.086 -0.062 0.000
C -3.040 -1.436 1.283 0.161 0.107 0.019
C -3.543 -0.182 0.979 -0.110 0.011 -0.043
C -4.439 0.409 1.862 0.026 -0.013 0.010
C -4.813 -0.255 3.022 0.035 -0.024 -0.019
C -4.292 -1.512 3.311 -0.055 0.064 0.037
C -3.391 -2.108 2.445 0.069 -0.018 0.018
H -2.629 -4.897 0.618 -0.005 0.026 -0.043
H -4.195 -6.373 -0.603 0.000 0.024 -0.014
H -5.338 -5.551 -2.633 0.009 0.012 0.005
H -4.927 -3.257 -3.453 0.013 -0.017 0.022
H -3.369 -1.760 -2.218 0.003 -0.037 0.017
H -3.258 0.307 0.055 -0.022 -0.041 0.057
H -4.850 1.386 1.638 -0.004 -0.019 0.007
H -5.508 0.210 3.709 0.008 -0.013 -0.015
H -4.580 -2.023 4.221 0.011 0.014 -0.017
H -2.961 -3.075 2.680 0.000 0.045 -0.020
N -2.966 6.711 -2.170 0.034 -0.068 0.031
C -2.575 5.718 -1.748 0.030 -0.057 0.025
C -2.087 4.466 -1.221 -0.071 0.170 -0.075
C -1.718 3.442 -2.083 -0.012 0.021 -0.105
C -1.261 2.259 -1.541 -0.007 -0.066 -0.005
N -1.166 2.075 -0.222 0.097 0.041 0.134
C -1.515 3.063 0.613 0.008 -0.015 -0.045
C -1.984 4.275 0.152 -0.021 0.059 0.057
H -1.784 3.566 -3.155 0.002 -0.013 0.027
H -0.963 1.427 -2.165 0.005 -0.012 0.003
H -1.405 2.864 1.671 0.010 -0.024 -0.001
H -2.261 5.057 0.846 0.004 -0.025 -0.011
```
Positions in Å, forces in eV/Å.


(4)
An isolated ion of composition C8H16N and charge +1 at a distorted geometry, computed with ωB97M-V/def2-TZVPD.

Computed properties:
- Electronic energy: -368.8881 a.u.
- Lowest unoccupied orbital energy: -3.017 eV
- 2S+1: 1
- Net charge: +1
- Orbital gap: 10.73 eV
- F_max: 3.1 eV/Å

The geometry in XYZ format:
```
25
Properties=species:S:1:pos:R:3:forces:R:3
C 2.647 0.466 0.534 0.244 0.186 0.044
C 1.629 0.812 -0.221 -2.162 -2.220 -0.270
C 0.241 -0.087 -0.396 2.039 2.385 -0.271
C 0.262 -0.745 -1.761 -0.137 -0.083 0.143
N 0.205 -1.140 0.676 0.353 0.119 0.165
C -1.123 -1.755 0.870 -0.754 -0.404 0.146
C -0.866 0.922 -0.143 0.023 -0.142 0.196
C -1.785 1.237 -1.042 0.020 -0.147 -0.047
C -0.770 1.655 1.169 -0.072 0.164 -0.162
H 3.524 1.090 0.578 0.166 0.107 0.020
H 2.697 -0.423 1.141 -0.077 -0.226 0.118
H 1.616 1.688 -0.843 -0.011 0.252 -0.131
H -0.674 -1.259 -1.977 -0.011 -0.028 -0.071
H 0.415 0.012 -2.525 -0.002 0.021 -0.009
H 1.087 -1.455 -1.832 0.021 -0.012 -0.014
H 0.505 -0.694 1.552 0.056 -0.209 -0.156
H 0.890 -1.863 0.435 -0.032 0.176 0.157
H -1.827 -1.009 1.233 0.157 0.025 -0.033
H -1.495 -2.148 -0.072 0.129 0.039 -0.024
H -1.060 -2.568 1.591 0.163 0.045 0.001
H -1.861 0.777 -2.010 0.080 -0.185 -0.217
H -2.512 2.003 -0.837 -0.130 0.182 0.096
H -0.610 0.999 2.026 -0.011 -0.023 0.119
H -1.679 2.221 1.349 -0.056 0.000 0.076
H 0.062 2.360 1.138 0.006 -0.025 0.126
```
Positions in Å, forces in eV/Å.


(5)
The molecule C17H23N3O3, computed with ωB97M-V/def2-TZVPD.

Computed properties:
- Electronic energy: -1051.6030 a.u.
- Lowest unoccupied orbital energy: 0.786 eV
- 2S+1: 1
- Orbital gap: 8.60 eV
- F_max: 0.6 eV/Å

The geometry in XYZ format:
```
46
Properties=species:S:1:pos:R:3:forces:R:3
C -2.688 -3.532 -0.610 0.147 -0.078 -0.060
O -3.876 -2.929 -0.164 -0.247 0.211 0.100
C -3.882 -1.571 0.016 0.086 -0.040 -0.028
C -5.111 -1.048 0.464 0.007 -0.041 -0.012
C -5.283 0.295 0.692 -0.005 -0.086 -0.020
C -4.197 1.134 0.468 0.313 -0.499 -0.155
N -4.064 2.487 0.604 -0.249 0.338 0.144
C -2.789 2.845 0.259 0.294 -0.002 -0.123
C -2.073 1.740 -0.103 0.123 0.243 -0.083
C -0.638 1.658 -0.532 -0.187 -0.282 0.360
O -0.107 2.922 -0.870 0.076 0.434 -0.047
C 0.195 0.938 0.553 -0.105 -0.032 -0.391
N 1.282 0.172 -0.019 -0.021 -0.022 0.094
C 2.331 1.020 -0.558 0.070 -0.019 -0.420
C 3.322 0.171 -1.345 0.049 0.124 0.139
C 3.969 -0.880 -0.435 -0.212 -0.190 0.028
C 4.910 -0.232 0.578 0.079 -0.170 -0.473
N 5.998 0.346 0.012 0.413 0.266 -0.102
O 4.746 -0.228 1.776 -0.142 -0.057 0.438
C 2.861 -1.681 0.251 0.135 0.158 0.234
C 1.849 -0.767 0.936 -0.010 -0.230 0.071
C -2.958 0.625 0.021 -0.516 0.298 0.228
C -2.800 -0.745 -0.210 -0.064 -0.283 -0.015
H -1.866 -3.377 0.097 -0.015 0.012 -0.027
H -2.391 -3.156 -1.595 0.006 0.001 0.036
H -2.905 -4.596 -0.682 0.071 0.064 -0.013
H -5.919 -1.745 0.622 -0.106 -0.071 0.025
H -6.230 0.684 1.033 -0.117 -0.003 0.038
H -4.789 3.121 0.891 0.101 -0.069 -0.035
H -2.492 3.876 0.283 0.052 0.151 -0.038
H -0.571 1.068 -1.454 0.015 -0.007 0.128
H -0.119 3.473 -0.079 0.046 -0.011 -0.002
H 0.552 1.689 1.284 -0.090 -0.008 0.004
H -0.459 0.244 1.084 0.047 0.036 0.032
H 1.875 1.759 -1.218 0.122 0.003 0.104
H 2.864 1.557 0.250 -0.079 0.065 -0.014
H 4.074 0.819 -1.801 -0.009 -0.008 -0.058
H 2.782 -0.343 -2.143 0.017 0.022 -0.046
H 4.580 -1.558 -1.044 -0.019 0.064 0.047
H 6.171 0.320 -0.976 -0.045 -0.017 0.025
H 6.675 0.791 0.609 -0.054 -0.033 -0.004
H 3.295 -2.348 0.996 -0.019 -0.047 -0.029
H 2.346 -2.280 -0.503 -0.002 -0.031 -0.009
H 1.037 -1.375 1.343 0.020 0.037 0.014
H 2.342 -0.247 1.773 -0.092 -0.041 -0.035
H -1.850 -1.117 -0.556 0.118 -0.145 -0.049
```
Positions in Å, forces in eV/Å.


Energy relative to the best compared isomer or geometry (same formula, charge and spin) per entry: 810.1, 293.0, 0.0, 127.3, 190.7 kJ/mol